ORCA calculation (wB97M-V/def2-TZVPD) on C17H25NO8 in the gas phase.

XYZ file:
```
51
Properties=species:S:1:pos:R:3:forces:R:3
C -4.432570 -0.830718 1.641667 -0.2 0.2 0.1
O -3.446136 -1.696595 1.131327 0.3 -0.2 -0.3
C -2.708557 -1.264778 0.078335 0.1 -0.1 0.1
C -3.005257 -0.158660 -0.700493 -0.1 -0.1 0.1
C -2.154563 0.234772 -1.723250 0.2 -0.2 -0.1
C -0.990364 -0.466838 -1.976344 -0.1 0.0 -0.1
C 0.023312 0.066178 -2.949420 -0.1 0.0 0.0
O 0.649040 1.271752 -2.484419 0.2 0.0 -0.1
C 1.399911 1.190980 -1.319449 0.0 0.5 0.4
O 2.167436 0.019692 -1.290207 -0.2 -0.1 -0.2
C 3.102903 0.000817 -0.231382 0.4 -0.2 0.5
C 3.910703 -1.300050 -0.341478 -0.5 0.2 -0.3
O 5.056506 -1.279171 0.454688 0.4 0.1 0.4
C 2.379502 0.100887 1.119752 -0.6 0.4 -0.5
O 3.318233 0.117409 2.165134 0.2 0.1 0.2
C 1.501555 1.366959 1.167904 0.3 -0.4 -0.4
O 0.855245 1.408762 2.414546 -0.1 0.0 0.2
C 0.550909 1.310442 -0.028877 0.1 -0.3 0.2
N -0.314902 2.466447 -0.145327 0.3 0.0 -0.1
C -1.471347 2.554028 0.549246 0.2 0.5 -0.4
C -2.391807 3.656972 0.092734 -0.1 -0.1 0.2
O -1.720701 1.814375 1.485082 -0.2 -0.3 0.4
C -0.708258 -1.612061 -1.232291 -0.1 -0.1 0.0
C -1.551955 -2.025084 -0.216832 -0.1 -0.1 0.2
O -1.348024 -3.114542 0.571740 -0.3 0.3 0.0
C -0.210447 -3.905549 0.336637 0.2 -0.1 -0.1
H -4.011851 0.154607 1.864774 0.0 0.0 0.0
H -5.275362 -0.725274 0.949852 0.0 0.0 0.0
H -4.782623 -1.295032 2.562060 0.0 0.1 -0.1
H -3.894689 0.417939 -0.505885 -0.1 0.0 0.1
H -2.389673 1.109260 -2.311448 0.0 0.1 -0.1
H 0.795039 -0.680553 -3.155135 -0.1 0.1 -0.1
H -0.446926 0.377606 -3.885063 0.1 -0.1 0.1
H 2.066800 2.076228 -1.359425 -0.1 -0.2 0.0
H 3.795287 0.853602 -0.322128 0.0 -0.1 0.0
H 3.257007 -2.146050 -0.079065 0.0 0.0 -0.1
H 4.239369 -1.424714 -1.375941 -0.1 0.0 0.0
H 4.799505 -0.969265 1.335691 0.1 -0.1 -0.1
H 1.712470 -0.772018 1.230096 0.0 0.1 -0.1
H 2.854988 0.459742 2.943038 0.1 -0.1 0.0
H 2.153251 2.253375 1.092119 0.0 -0.1 -0.1
H -0.111625 1.396101 2.277465 0.1 0.0 0.0
H -0.074555 0.417043 0.090106 0.1 0.2 0.0
H -0.199999 3.014051 -0.985362 -0.2 0.0 0.1
H -3.235620 3.728732 0.772701 0.0 0.0 0.0
H -1.860531 4.605326 0.073189 0.0 0.1 0.0
H -2.755516 3.440178 -0.909293 0.0 0.0 -0.1
H 0.204788 -2.146061 -1.442197 0.1 -0.1 0.0
H -0.214874 -4.329925 -0.672827 0.0 0.0 0.0
H 0.715790 -3.339382 0.485393 0.0 0.0 0.0
H -0.258622 -4.711662 1.066858 0.1 0.0 -0.1
```
Positions in Å, forces in eV/Å.

Highest occupied orbital energy ... -8.19 eV
SMILES string ... COc1ccc(CO[C@@H]2O[C@H](CO)[C@@H](O)[C@H](O)[C@H]2NC(C)=O)cc1OC
Energy relative to the best compared isomer or geometry (same formula, charge and spin) ... 0.0 kcal per mole
Kohn-Sham gap ... 8.7770 eV